[1]
Formula: C27H27ClF33NO8
Source: OMol25
Level of theory: ωB97M-V/def2-TZVPD

Geometry (Å):
C (1.172, 1.292, 0.885)
O (2.264, 0.837, 1.761)
C (1.613, -0.029, 2.719)
C (2.602, -0.761, 3.760)
C (4.020, -0.049, 3.970)
N (4.982, -0.219, 2.842)
C (6.294, 0.423, 3.253)
C (6.215, 2.006, 3.045)
O (6.157, 2.733, 4.069)
Cl (6.185, 2.665, 1.343)
C (5.353, -1.652, 2.660)
O (5.971, -2.277, 3.569)
O (5.075, -2.368, 1.451)
F (4.753, -1.382, 0.542)
H (0.152, 1.241, 1.418)
H (1.337, 2.358, 0.500)
H (1.117, 0.622, -0.058)
H (1.072, -0.876, 2.140)
H (0.856, 0.576, 3.353)
H (2.717, -1.853, 3.432)
H (2.053, -0.772, 4.777)
H (3.852, 1.066, 4.154)
H (4.457, -0.468, 4.959)
H (7.160, 0.003, 2.612)
H (6.541, 0.105, 4.332)
C (-4.139, -0.218, -1.414)
C (-4.850, 0.617, -2.501)
C (-3.943, 1.340, -3.500)
F (-3.106, 2.215, -2.916)
F (-4.692, 2.055, -4.381)
F (-5.704, 1.481, -1.901)
F (-5.634, -0.247, -3.211)
O (-3.940, 0.397, -0.130)
C (-2.817, 1.241, 0.021)
C (-3.198, 2.710, 0.249)
F (-3.989, 3.184, -0.737)
F (-2.093, 3.494, 0.274)
F (-1.985, 1.063, -1.024)
F (-2.150, 0.783, 1.106)
H (-4.806, -1.057, -1.200)
H (-3.221, -0.683, -1.786)
H (-3.353, 0.624, -4.079)
H (-3.733, 2.831, 1.193)
C (-1.955, 3.009, 8.114)
C (-0.600, 2.359, 8.460)
C (0.443, 2.382, 7.340)
F (0.017, 1.740, 6.235)
F (1.584, 1.761, 7.737)
F (-0.812, 1.099, 8.909)
F (-0.086, 3.047, 9.522)
O (-3.002, 2.132, 7.676)
C (-2.975, 1.774, 6.310)
C (-2.685, 0.283, 6.095)
F (-1.535, -0.098, 6.692)
F (-2.543, 0.005, 4.777)
F (-2.116, 2.581, 5.657)
F (-4.201, 2.064, 5.817)
H (-2.336, 3.432, 9.047)
H (-1.841, 3.869, 7.448)
H (0.708, 3.410, 7.074)
H (-3.490, -0.334, 6.499)
C (5.243, -5.256, -0.228)
C (3.736, -5.376, -0.545)
C (2.894, -6.165, 0.462)
F (3.297, -7.439, 0.605)
F (1.598, -6.215, 0.052)
F (3.589, -5.869, -1.798)
F (3.240, -4.103, -0.585)
O (6.126, -6.191, -0.871)
C (6.269, -7.465, -0.277)
C (5.705, -8.595, -1.149)
F (4.409, -8.388, -1.467)
F (5.761, -9.781, -0.495)
F (5.746, -7.441, 0.964)
F (7.599, -7.655, -0.114)
H (5.556, -4.287, -0.624)
H (5.435, -5.189, 0.846)
H (2.908, -5.681, 1.443)
H (6.267, -8.685, -2.081)
C (-4.290, 3.857, -7.838)
C (-4.014, 4.830, -9.005)
C (-5.224, 5.230, -9.854)
F (-5.826, 4.181, -10.442)
F (-4.839, 6.064, -10.856)
F (-3.022, 4.322, -9.775)
F (-3.507, 5.973, -8.453)
O (-4.045, 2.460, -8.070)
C (-5.063, 1.719, -8.711)
C (-4.650, 1.221, -10.103)
F (-4.257, 2.234, -10.904)
F (-5.690, 0.614, -10.725)
F (-6.201, 2.438, -8.721)
F (-5.306, 0.652, -7.915)
H (-3.574, 4.121, -7.054)
H (-5.270, 4.028, -7.384)
H (-5.963, 5.764, -9.249)
H (-3.824, 0.511, -10.034)

Forces on atoms 1 to 3 (eV/Å):
C -0.3 0.1 -1.0
O -2.2 -0.1 0.1
C -0.1 -0.9 0.7

Results
Orbital gap, eV: 10.0
SMILES: FC(F)C(F)(F)COC(F)(F)C(F)F.FC(F)C(F)(F)COC(F)(F)C(F)F.FC(F)C(F)(F)COC(F)(F)C(F)F.FC(F)C(F)(F)COC(F)(F)C(F)F.COCCCN(CC(=O)Cl)C(=O)OF

Results of the Mulliken charge analysis, in e, for atoms 1 through 8: C -0.540; O -0.295; C -0.096; C -0.505; C -0.767; N 0.469; C -0.601; C 0.471

[2]
Formula: C5H8N2S
Source: OMol25
Level of theory: ωB97M-V/def2-TZVPD

Geometry (Å):
C (-1.200, -1.402, 0.757)
C (1.261, -1.681, 0.658)
C (2.369, -0.709, 0.235)
C (0.440, 0.336, -0.006)
C (-0.422, 1.460, -0.313)
H (-1.309, -2.535, 0.638)
H (-1.215, -1.232, 1.865)
H (-2.014, -0.881, 0.272)
H (1.397, -2.689, 0.195)
H (1.150, -1.785, 1.739)
H (3.196, -0.604, 0.923)
H (2.834, -1.052, -0.690)
H (0.128, 2.369, -0.289)
N (0.060, -1.005, 0.161)
N (1.705, 0.585, 0.059)
S (-1.951, 1.458, -0.886)

Forces on atoms 1 to 3 (eV/Å):
C 0.2 -1.6 0.6
C 0.0 -0.6 -0.5
C -0.1 0.0 0.1

Results
Orbital gap, eV: 7.8
SMILES: CN1CCN=C1C=S
ΔE to the lowest compared entry with this formula, charge and spin, eV: 1.5181

Results of the natural (NBO) charge analysis, in e, for atoms 1 through 8: C -0.417; C -0.229; C -0.269; C 0.308; C -0.279; H 0.203; H 0.174; H 0.235

[3]
Formula: C35H65BF5N4O14P2S
Source: OMol25
Level of theory: ωB97M-V/def2-TZVPD

Geometry (Å):
C (6.161, -1.420, 0.069)
O (6.312, -0.629, -1.191)
C (5.714, 0.711, -1.041)
C (4.803, 1.207, -2.310)
C (3.775, 0.081, -2.912)
C (2.272, 0.095, -2.187)
C (2.386, -0.894, -0.891)
C (1.030, -0.881, 0.091)
C (1.362, -0.331, 1.616)
C (1.378, -1.572, 2.678)
F (2.154, -2.696, 2.023)
F (2.206, -1.305, 3.916)
C (-0.051, -2.212, 3.108)
C (-0.274, -2.512, 4.740)
C (-1.687, -3.217, 5.292)
C (-2.928, -3.652, 4.292)
C (-2.727, -3.334, 2.691)
C (-3.976, -3.716, 1.672)
F (-5.165, -2.937, 2.177)
F (-4.356, -5.148, 1.705)
F (-3.674, -3.202, 0.314)
C (-1.302, -2.648, 2.149)
C (0.469, 0.989, 2.058)
C (0.404, 1.254, 3.686)
C (1.798, 1.799, 4.353)
O (2.145, 1.129, 5.650)
N (0.687, 2.218, 1.220)
C (-0.123, 3.415, 1.633)
C (2.097, 2.695, 1.097)
C (2.773, 3.969, 1.948)
O (2.956, 2.159, 0.184)
N (-0.974, 0.546, 1.703)
C (-1.071, 0.528, 0.197)
N (-2.103, 1.176, -0.497)
O (-3.117, 1.840, 0.117)
B (-4.176, 0.833, 0.327)
O (-4.775, 0.601, 1.656)
O (-4.570, 0.034, -0.884)
N (-0.020, -0.122, -0.666)
S (-0.845, -1.368, -1.640)
H (7.014, -2.243, 0.067)
H (5.136, -1.985, 0.140)
H (6.383, -0.740, 1.023)
H (5.102, 0.689, -0.018)
H (6.566, 1.524, -0.864)
H (4.232, 2.229, -2.092)
H (5.564, 1.468, -3.192)
H (4.268, -0.988, -2.791)
H (3.693, 0.258, -4.086)
H (1.548, -0.431, -2.970)
H (1.872, 1.173, -1.972)
H (3.371, -0.637, -0.318)
H (2.541, -1.996, -1.324)
H (0.675, -2.022, 0.076)
H (2.507, 0.009, 1.568)
H (0.526, -2.296, 5.564)
H (-1.838, -3.466, 6.439)
H (-3.928, -4.167, 4.664)
H (-1.239, -2.473, 0.997)
H (-0.439, 2.038, 4.005)
H (0.112, 0.280, 4.312)
H (1.619, 2.940, 4.651)
H (2.743, 1.725, 3.643)
H (3.036, 0.684, 5.423)
H (-1.298, 3.236, 1.573)
H (0.093, 3.840, 2.700)
H (0.097, 4.301, 0.868)
H (2.231, 4.177, 2.963)
H (3.918, 3.736, 2.042)
H (2.674, 4.900, 1.213)
H (-1.672, 1.162, 2.165)
H (-2.150, 1.194, -1.560)
H (-5.572, -0.010, 1.561)
H (-5.135, -0.721, -0.532)
H (-0.887, -0.822, -2.936)
O (8.394, 2.690, -4.895)
P (7.980, 2.664, -6.387)
O (9.416, 3.296, -6.910)
C (10.508, 2.398, -7.047)
C (10.328, 1.484, -8.244)
O (7.095, 4.070, -6.248)
C (6.505, 4.437, -5.006)
C (7.415, 5.393, -4.244)
O (7.517, 2.634, -8.053)
C (7.133, 3.792, -8.795)
C (8.175, 4.895, -8.888)
H (10.633, 1.818, -6.128)
H (11.409, 3.004, -7.183)
H (9.486, 0.803, -8.090)
H (11.226, 0.882, -8.411)
H (10.116, 2.062, -9.148)
H (6.256, 3.552, -4.414)
H (5.556, 4.939, -5.225)
H (8.449, 5.038, -4.201)
H (7.049, 5.545, -3.227)
H (7.445, 6.363, -4.753)
H (6.179, 4.175, -8.417)
H (6.931, 3.440, -9.812)
H (8.364, 5.369, -7.918)
H (7.838, 5.682, -9.570)
H (9.130, 4.504, -9.253)
O (-11.691, -5.614, 3.612)
P (-10.981, -4.415, 2.935)
O (-9.742, -4.388, 4.030)
C (-8.684, -5.313, 3.834)
C (-7.816, -4.922, 2.652)
O (-12.003, -3.306, 3.646)
C (-13.332, -3.668, 4.004)
C (-13.397, -4.087, 5.468)
O (-10.189, -3.077, 2.178)
C (-10.211, -1.744, 2.689)
C (-9.641, -1.561, 4.086)
H (-9.086, -6.322, 3.705)
H (-8.079, -5.311, 4.745)
H (-8.375, -5.006, 1.715)
H (-6.938, -5.570, 2.584)
H (-7.484, -3.883, 2.739)
H (-13.718, -4.446, 3.340)
H (-13.967, -2.788, 3.851)
H (-12.614, -4.805, 5.730)
H (-14.370, -4.521, 5.702)
H (-13.240, -3.214, 6.111)
H (-11.226, -1.335, 2.615)
H (-9.600, -1.151, 2.000)
H (-10.256, -2.048, 4.852)
H (-9.591, -0.498, 4.342)
H (-8.634, -1.983, 4.159)

Forces on atoms 1 to 3 (eV/Å):
C 1.3 -0.3 0.2
O -1.2 0.4 1.8
C -0.4 1.1 1.2

Results
Orbital gap, eV: 7.0
ΔE to the lowest compared entry with this formula, charge and spin, eV: 19.0635
Net charge: +1

Results of the Mulliken charge analysis, in e, for atoms 1 through 8: C -0.442; O -0.372; C -0.140; C -0.047; C -0.794; C -0.088; C -0.459; C -0.326

- Which of these has the highest orbital gap?
  C27H27ClF33NO8

- Number 1 is which compound?
  C27H27ClF33NO8

- What is the orbital gap in the first record?
  10.0 eV

- Which formula does entry 1 have?
  C27H27ClF33NO8